Below is a 4-piece molecular cluster, C19H18Cl4 overall at a distorted geometry, with properties calculated with ωB97M-V with the def2-TZVPD basis set.

Summary:
Highest occupied orbital energy ... -9.04 eV
LUMO ... -0.0035 hartree
2S+1 ... 1
HOMO-LUMO gap ... 8.9 eV
Calculated total energy ... -70082.86081 eV

XYZ file:
```
41
C19H18Cl4 ωB97M-V with the def2-TZVPD basis set
Cl 1.6496 -0.7778 1.8655
C -0.0991 -0.3224 1.7259
Cl -0.6792 -0.0771 3.3353
Cl -0.2606 1.1782 0.7525
Cl -1.0128 -1.6637 0.8995
C 1.3526 0.3503 -2.1279
C 0.1131 0.5925 -2.7404
C -0.1535 0.3875 -4.0935
C 0.9344 0.1353 -4.9161
C 2.1943 -0.0394 -4.2997
C 2.4139 0.1055 -2.9714
H 1.4285 0.4013 -1.0517
H -0.6856 0.7470 -2.0301
H -1.1030 0.5640 -4.5770
H 0.7720 -0.0220 -5.9722
H 3.0940 -0.3465 -4.8121
H 3.4096 0.0244 -2.5611
C 2.4924 2.6042 5.6205
C 1.2717 2.0921 5.0850
C 0.1045 2.1891 5.8560
C 0.0716 2.7880 7.1060
C 1.2307 3.4713 7.4986
C 2.4471 3.4773 6.7847
H 3.3934 2.4481 5.0460
H 1.3287 1.4685 4.2051
H -0.8332 1.8139 5.4735
H -0.8639 2.7688 7.6455
H 1.0951 4.1814 8.3009
H 3.2880 4.0811 7.0924
C -1.4284 -2.3651 -2.6145
C -2.7838 -2.4395 -2.3282
C -3.7432 -2.9384 -3.1969
C -3.3565 -3.2583 -4.4867
C -1.9692 -3.2171 -4.7814
C -1.0658 -2.7308 -3.8830
H -0.7661 -2.0527 -1.8207
H -3.0316 -2.1593 -1.3150
H -4.7215 -3.1860 -2.8124
H -4.0406 -3.7305 -5.1762
H -1.4695 -3.7201 -5.5961
H -0.0181 -2.8227 -4.1286
```